(1)
{
  "formula": "C6H10N2",
  "method": "ωB97M-V with the def2-TZVPD basis set",
  "symbols": ["C", "C", "C", "C", "C", "C", "H", "H", "H", "H", "H", "H", "H", "H", "H", "H", "N", "N"],
  "coordinates": [[2.11199, 0.53334, -0.19544], [0.87228, -0.24799, -0.43690], [0.28989, -0.98573, 0.71821], [-1.22522, -0.58840, 0.61476], [-1.20888, 0.87263, 0.47491], [-0.48658, 0.44686, -0.84761], [2.89252, 0.50522, -0.94321], [2.62246, 0.32266, 0.95007], [1.78064, 1.59000, -0.04398], [-0.06851, -1.95603, -0.73503], [0.78125, -0.59551, 1.68971], [-1.70264, -1.42622, 1.35007], [-0.90681, 1.64256, 1.26385], [-2.13775, 1.30288, 0.23175], [-0.58250, 1.30305, -1.70962], [-2.39620, -0.31684, -1.03283], [0.86618, -1.69945, -0.33440], [-1.50212, -0.70303, -1.01431]],
  "charge": 0,
  "homo_lumo_gap_ev": 10.001,
  "e_tot_ev": -9359.01363,
  "e_above_lowest_kcal_mol": 125.07
}

---

(2)
{
  "formula": "C35H31N4O5SbY",
  "method": "ωB97M-V with the def2-TZVPD basis set",
  "symbols": ["Y", "N", "C", "C", "O", "N", "C", "C", "O", "O", "H", "H", "H", "H", "H", "H", "O", "C", "O", "C", "C", "C", "C", "C", "C", "N", "C", "C", "C", "C", "C", "C", "N", "H", "H", "H", "H", "H", "H", "H", "H", "H", "H", "C", "C", "C", "C", "C", "C", "Sb", "C", "C", "C", "C", "C", "C", "C", "C", "C", "C", "C", "C", "H", "H", "H", "H", "H", "H", "H", "H", "H", "H", "H", "H", "H", "H", "H"],
  "coordinates": [[-0.35506, 0.60778, -0.05094], [-2.62126, -0.06464, -1.21250], [-2.22913, -1.36283, -1.82689], [-0.94223, -1.11701, -2.61955], [-0.87703, -1.42019, -3.79309], [0.00401, -0.44431, -1.90092], [0.96515, 0.30712, -2.70986], [1.03163, 1.79196, -2.29864], [1.83144, 2.54341, -2.78615], [0.17015, 2.14422, -1.32532], [-2.70965, 0.61928, -1.96584], [-3.55047, -0.13947, -0.80096], [-2.07477, -2.09364, -1.02519], [-2.96508, -1.75935, -2.52895], [1.98390, -0.09038, -2.65399], [0.67666, 0.26778, -3.76656], [6.02722, -0.16332, -3.85980], [5.91193, -0.92818, -2.75285], [6.58579, -1.90193, -2.59979], [4.88476, -0.48360, -1.75110], [4.09328, -1.45888, -1.14482], [3.11983, -1.08610, -0.23896], [2.97697, 0.25978, 0.08741], [3.76925, 1.23587, -0.48926], [4.72652, 0.85572, -1.41874], [1.90610, 0.63265, 0.95997], [2.15213, 1.33070, 1.99075], [1.07826, 1.89442, 2.83304], [1.40443, 2.42032, 4.06956], [0.40297, 3.00573, 4.83397], [-0.87153, 3.06124, 4.30888], [-1.10897, 2.51105, 3.05425], [-0.16843, 1.92344, 2.32244], [5.33686, 0.51370, -3.87479], [4.24168, -2.49842, -1.39963], [2.47535, -1.82754, 0.21459], [3.60421, 2.28260, -0.27048], [5.34049, 1.61158, -1.88795], [3.17669, 1.59210, 2.26474], [2.42376, 2.37484, 4.42372], [0.62185, 3.41865, 5.80751], [-1.68508, 3.52518, 4.84704], [-2.10449, 2.54540, 2.63239], [-1.14229, -1.43587, 6.64424], [-0.57232, -2.20788, 5.64361], [-0.94151, -2.00948, 4.32142], [-1.89717, -1.05177, 3.98660], [-2.45558, -0.27571, 4.99734], [-2.07941, -0.46700, 6.32001], [-2.34561, -0.75619, 1.94087], [-3.40832, -2.50946, 1.42231], [-4.66333, -2.44240, 0.82694], [-5.30247, -3.60314, 0.41082], [-4.69382, -4.83439, 0.59106], [-3.44270, -4.90945, 1.18509], [-2.79924, -3.75052, 1.59166], [-4.01537, 0.54759, 2.07501], [-4.12370, 1.69259, 1.29130], [-5.24670, 2.50617, 1.36330], [-6.28143, 2.17333, 2.22424], [-6.19325, 1.02743, 3.00244], [-5.07049, 0.21766, 2.92547], [-0.85606, -1.59084, 7.67569], [0.16034, -2.96380, 5.88981], [-0.46492, -2.61297, 3.55611], [-3.19596, 0.48152, 4.76757], [-2.52679, 0.13666, 7.09740], [-5.16825, -1.49206, 0.69723], [-6.27861, -3.54324, -0.04870], [-5.19345, -5.73761, 0.26893], [-2.96591, -5.86836, 1.32818], [-1.81952, -3.83394, 2.04702], [-3.32842, 1.97702, 0.59725], [-5.31084, 3.39128, 0.74695], [-7.15887, 2.80253, 2.28380], [-7.00171, 0.75807, 3.66723], [-5.02735, -0.68289, 3.52768]],
  "charge": 1,
  "homo_lumo_gap_ev": 7.324,
  "e_tot_ev": -60574.62267,
  "e_above_lowest_kcal_mol": 25.88
}

---

(3)
{
  "formula": "C4H3PS",
  "method": "ωB97M-V with the def2-TZVPD basis set",
  "symbols": ["C", "C", "P", "C", "C", "S", "H", "H", "H"],
  "coordinates": [[-1.77045, -0.13342, 0.21211], [-0.53256, 0.07300, -0.21277], [0.30162, 1.69300, 0.04425], [1.90943, 1.15656, 0.11472], [2.35103, -0.04764, -0.01578], [2.66746, -1.58889, 0.09121], [-2.32017, -0.95211, -0.28715], [-2.27208, 0.34553, 1.10977], [-0.33429, -0.54602, -1.05637]],
  "charge": 0,
  "homo_lumo_gap_ev": 6.692,
  "e_tot_ev": -24316.46003,
  "e_above_lowest_kcal_mol": 6.68,
  "smiles": "C=CP=C=C=S"
}

---

(4)
{
  "formula": "C24H28N4O3",
  "method": "ωB97M-V with the def2-TZVPD basis set",
  "symbols": ["C", "O", "C", "C", "C", "C", "N", "C", "C", "N", "C", "C", "C", "N", "C", "O", "C", "O", "C", "C", "N", "C", "C", "C", "C", "C", "C", "C", "C", "C", "C", "H", "H", "H", "H", "H", "H", "H", "H", "H", "H", "H", "H", "H", "H", "H", "H", "H", "H", "H", "H", "H", "H", "H", "H", "H", "H", "H", "H"],
  "coordinates": [[-6.48391, -0.76036, -0.48920], [-5.60509, -0.81266, 0.60458], [-4.29869, -1.15275, 0.36911], [-3.46355, -1.18869, 1.48229], [-2.12416, -1.49238, 1.35642], [-1.56639, -1.77883, 0.10809], [-0.21609, -2.11255, -0.07337], [0.50502, -1.27920, -1.02098], [1.85314, -1.90446, -1.36102], [2.63014, -2.05789, -0.14624], [4.02312, -2.40168, -0.38334], [4.85284, -1.17787, -0.79015], [4.95318, -0.13593, 0.32850], [3.65330, 0.34667, 0.71062], [3.23694, 1.61427, 0.61324], [3.93426, 2.56461, 0.29827], [1.74412, 1.70543, 0.96087], [1.23748, 0.80955, 1.62407], [0.99805, 2.80859, 0.41470], [1.48394, 3.96914, -0.15509], [0.45676, 4.74672, -0.55861], [-0.73637, 4.12066, -0.28405], [-2.04134, 4.51774, -0.53558], [-3.05042, 3.65379, -0.15875], [-2.76955, 2.42893, 0.44900], [-1.47356, 2.03380, 0.70553], [-0.43989, 2.88991, 0.33972], [1.92023, -2.96176, 0.73787], [0.58039, -2.33239, 1.12000], [-2.41963, -1.76674, -0.99442], [-3.76071, -1.45421, -0.87538], [-6.58191, -1.73656, -0.97638], [-7.44938, -0.46629, -0.07961], [-6.16419, -0.01778, -1.22872], [-3.88512, -0.95844, 2.44840], [-1.51196, -1.48430, 2.24338], [-0.08190, -1.16507, -1.93182], [0.67757, -0.27873, -0.59568], [2.38171, -1.24767, -2.05385], [1.69430, -2.87958, -1.85538], [4.43289, -2.80569, 0.54649], [4.12075, -3.18110, -1.15852], [4.41859, -0.70943, -1.67392], [5.85927, -1.51112, -1.04835], [5.54297, 0.72437, 0.00026], [5.44011, -0.58369, 1.20299], [2.95373, -0.37775, 0.86853], [2.50803, 4.26730, -0.26726], [0.54820, 5.65404, -0.98608], [-2.25779, 5.46336, -1.01076], [-4.07872, 3.93005, -0.33939], [-3.58459, 1.77660, 0.72405], [-1.26173, 1.08762, 1.17619], [2.51102, -3.11688, 1.64390], [1.74436, -3.94178, 0.26086], [0.04273, -3.01902, 1.77671], [0.77544, -1.38997, 1.65201], [-2.03427, -2.01680, -1.97141], [-4.37369, -1.45517, -1.76331]],
  "charge": 0,
  "homo_lumo_gap_ev": 7.773,
  "e_tot_ev": -37445.95044,
  "e_above_lowest_kcal_mol": 52.28,
  "smiles": "COc1ccc(N2CCN(CCCNC(=O)C(=O)c3c[nH]c4ccccc34)CC2)cc1"
}